Entry from the OMol25 dataset: a gas-phase ion, C5H10N3 (charge +1) in a non-equilibrium geometry (wB97M-V/def2-TZVPD).

Atoms and positions in Å:
1 C -1.37984 -0.35491 -1.25959
2 N -0.69184 -0.18768 0.01847
3 C -1.58486 -0.33432 1.20958
4 C -0.19483 1.14427 0.07438
5 C 1.15577 1.17915 0.12209
6 C 1.70535 -0.09201 0.00752
7 N 2.87311 -0.58761 -0.07810
8 N 0.32581 -1.12166 0.11847
9 H -1.66040 -1.39097 -1.42058
10 H -2.10917 0.35184 -1.38209
11 H -0.77207 -0.16398 -2.06967
12 H -1.53956 -1.33516 1.49145
13 H -1.15374 0.21421 1.96670
14 H -2.54143 0.21149 1.09221
15 H -0.90573 2.08396 0.23415
16 H 1.79079 2.08288 0.01460
17 H 3.74746 -0.13732 0.19048
18 H 2.93518 -1.56218 -0.33008

The net charge is +1. The value obtained for the LUMO energy (alpha / beta) is -4.6 / -4.6 eV. The SMILES is C[N+]1(C)C=CC(N)=N1. The relative energy (zero: lowest compared OMol25 entry of this formula, charge and spin) is 498.7 kJ/mol. Its spin multiplicity is 1. The value obtained for the HOMO-LUMO gap (alpha / beta) is 8.29 / 8.29 eV.

Entry from the OMol25 dataset: C2H3N3O in the gas phase in a non-equilibrium geometry (wB97M-V/def2-TZVPD).

Atoms and positions in Å:
1 O -0.46924 0.83095 1.54115
2 C -0.55997 0.98475 0.07606
3 N 0.80694 0.75338 -0.03223
4 C 0.86069 -0.45958 -0.45400
5 N -0.39009 -0.88080 -0.80584
6 N -1.32148 0.02673 -0.51174
7 H -0.01995 1.61592 1.85984
8 H 1.72423 -1.10665 -0.45423
9 H -0.63114 -1.76469 -1.21901

The value obtained for the LUMO energy (alpha / beta) is -0.4 / -0.4 eV. The SMILES is Oc1nc[nH]n1. The relative energy (zero: lowest compared OMol25 entry of this formula, charge and spin) is 415.6 kJ/mol. Its spin multiplicity is 1. The value obtained for the HOMO-LUMO gap (alpha / beta) is 8.38 / 8.38 eV.

Entry from the OMol25 dataset: 2 unconnected molecules or ions with the total composition C8H14N3 in a non-equilibrium geometry (wB97M-V/def2-TZVPD).

Atoms and positions in Å:
1 C -1.31539 2.22593 1.35654
2 C -0.40980 2.97703 0.57185
3 C -0.54830 1.23049 1.90518
4 C 0.26896 -2.39544 -0.95999
5 C -0.78863 -2.13761 0.09163
6 C -0.84765 -1.34181 -1.26843
7 C 1.95990 0.71099 1.80324
8 C -0.41476 0.02167 -1.05575
9 N 0.77357 2.42391 0.70330
10 N 0.71675 1.38728 1.46011
11 N -0.92715 1.02510 -1.67674
12 H -2.35995 2.32282 1.48505
13 H -0.67299 3.86637 -0.00372
14 H 1.31262 -2.12172 -1.04535
15 H 0.12448 -3.34665 -1.60440
16 H -1.42727 -3.00553 0.08974
17 H -0.63860 -1.66506 1.05344
18 H -1.59514 -1.47944 -2.05783
19 H 2.28561 0.92561 2.76340
20 H 1.97542 -0.40850 1.64976
21 H 2.70204 0.89431 1.05321
22 H 0.24182 0.11738 -0.24829
23 H -0.73695 0.37030 2.55831
24 H -1.76649 0.90337 -2.39236
25 H -0.54083 1.90211 -1.60281

The net charge is +1. The value obtained for the LUMO energy is -4.1 eV. The relative energy (zero: lowest compared OMol25 entry of this formula, charge and spin) is 350.2 kJ/mol. Its spin multiplicity is 1. The value obtained for the HOMO-LUMO gap is 9.05 eV.

Entry from the OMol25 dataset: 3 unconnected molecules or ions with the total composition C3H11NO2 in a non-equilibrium geometry (wB97M-V/def2-TZVPD).

Atoms and positions in Å:
1 C -0.04441 -1.68037 -0.67930
2 C -0.47330 -1.86511 0.76686
3 C -0.21507 0.47468 1.19066
4 N -0.79431 -0.69894 1.53766
5 H 0.15196 -2.64211 -1.15824
6 H 0.85964 -1.07991 -0.75416
7 H -0.82992 -1.21049 -1.26289
8 H -1.36248 -2.52191 0.75673
9 H 0.28748 -2.51883 1.25754
10 H 0.69371 0.51970 0.57686
11 H -0.59535 1.45403 1.47712
12 H -3.94791 -0.44895 0.94509
13 H -2.46215 -0.17938 0.80379
14 O -3.34509 0.12451 0.46341
15 H 4.13845 2.49704 -1.92947
16 H 4.81051 2.84145 -3.28040
17 O 4.32424 3.22255 -2.54383

As for the expectation value of S²: 0.75. The net charge is -1. The value obtained for the LUMO energy (alpha / beta) is 3.0 / 3.0 eV. The relative energy (zero: lowest compared OMol25 entry of this formula, charge and spin) is 95.7 kJ/mol. Its spin multiplicity is 2. The value obtained for the HOMO-LUMO gap (alpha / beta) is 2.78 / 6.41 eV.

Entry from the OMol25 dataset: a molecular structure, C33H57N3O7S2 in a non-equilibrium geometry (wB97M-V/def2-TZVPD).

Atoms and positions in Å:
1 C -0.40714 1.97723 3.04228
2 C -1.29150 0.83360 3.60518
3 C -0.58527 -0.54346 3.71193
4 C 0.16958 -1.03331 2.42524
5 C -0.73084 -1.93378 1.54705
6 C -0.61391 -3.30108 1.51429
7 C 0.45423 -4.00164 2.35455
8 C 1.49604 -4.85066 1.55852
9 C 1.88784 -4.28494 0.16400
10 C 2.99979 -3.17104 0.22492
11 N 2.82864 -2.23173 -0.86917
12 C 2.18933 -1.04114 -0.69260
13 C 2.11145 -0.29730 -1.85455
14 C 2.79135 -1.15334 -2.81925
15 C 3.21489 -2.30618 -2.18412
16 C -1.55160 -4.11561 0.66076
17 S -1.47282 -5.92036 0.54845
18 C -0.32373 -6.44991 -0.76227
19 O -1.07816 -6.50983 1.81322
20 O -2.74695 -6.49846 0.18034
21 C -2.52659 -3.49737 -0.08047
22 O -3.42772 -4.16084 -0.86255
23 C -4.75432 -3.93944 -0.28247
24 C -5.63215 -5.20523 -0.38346
25 C -5.60163 -5.85512 -1.79376
26 C -7.09510 -4.95878 0.15703
27 C -8.16612 -4.83734 -0.98283
28 C -7.23711 -3.67363 1.03583
29 C -2.62957 -2.04725 -0.06412
30 N -3.47789 -1.27091 -0.72613
31 S -3.19180 0.26892 -0.36390
32 N -1.91582 0.07646 0.65517
33 C -1.72521 -1.22771 0.74657
34 H -0.25690 1.76667 1.96668
35 H -0.96247 2.93450 3.05930
36 H 0.55874 2.07957 3.56529
37 H -1.54779 1.13221 4.64634
38 H -2.26287 0.78210 3.08530
39 H -1.38708 -1.28849 3.89903
40 H 0.08711 -0.60023 4.58581
41 H 1.07830 -1.55175 2.75920
42 H 0.50152 -0.20856 1.76915
43 H -0.08635 -4.70876 3.01627
44 H 1.00456 -3.33247 3.02578
45 H 1.22512 -5.90751 1.43744
46 H 2.42794 -4.84539 2.16324
47 H 2.36364 -5.12491 -0.38496
48 H 1.04347 -3.95693 -0.46181
49 H 2.99169 -2.69398 1.21653
50 H 3.96724 -3.68907 0.08665
51 H 1.85276 -0.84555 0.32740
52 H 1.66550 0.68655 -1.96452
53 H 2.91057 -0.87183 -3.86596
54 H 3.77280 -3.12739 -2.63375
55 H 0.44369 -7.12799 -0.35733
56 H 0.13036 -5.59596 -1.28803
57 H -0.89390 -7.00937 -1.52380
58 H -4.58395 -3.75256 0.79288
59 H -5.28190 -3.09436 -0.75404
60 H -5.17999 -5.95655 0.29357
61 H -5.90579 -5.14836 -2.58712
62 H -4.63846 -6.33704 -2.01514
63 H -6.36554 -6.65718 -1.79077
64 H -7.34926 -5.80382 0.82418
65 H -8.98182 -4.20291 -0.58463
66 H -8.59165 -5.81761 -1.26038
67 H -7.77784 -4.31324 -1.87082
68 H -8.20333 -3.65853 1.57195
69 H -6.45498 -3.68158 1.81578
70 H -7.14136 -2.76630 0.41190
71 C 0.75447 6.23172 -1.50715
72 O 1.70302 6.56986 -0.50725
73 C 1.20731 6.36725 0.81041
74 C 1.71840 5.06867 1.40359
75 O 1.21308 3.93969 0.70679
76 C 2.15289 3.39369 -0.20510
77 H 1.28013 6.16025 -2.45944
78 H 0.26973 5.27483 -1.30308
79 H -0.00390 7.01801 -1.58255
80 H 0.11329 6.39652 0.81992
81 H 1.57039 7.20001 1.42037
82 H 1.36455 4.99245 2.43685
83 H 2.81315 5.05341 1.42234
84 H 2.91186 2.81927 0.33624
85 H 2.64010 4.16737 -0.80331
86 H 1.61916 2.72172 -0.87564
87 C 6.88412 6.50122 -1.87936
88 O 5.48253 6.54202 -2.08296
89 C 4.81364 7.39806 -1.16055
90 C 4.48804 8.73992 -1.78424
91 O 5.66469 9.47898 -2.09234
92 C 6.01434 9.40916 -3.46334
93 H 7.34022 6.05061 -2.76101
94 H 7.30625 7.49899 -1.73973
95 H 7.11701 5.88020 -1.00739
96 H 5.40931 7.52486 -0.24995
97 H 3.87997 6.90341 -0.88514
98 H 3.91880 9.33260 -1.06186
99 H 3.86723 8.61238 -2.67695
100 H 5.35718 10.05818 -4.05222
101 H 5.95709 8.38803 -3.84764
102 H 7.04000 9.76246 -3.56857

The value obtained for the LUMO energy is -0.9 eV. The relative energy (zero: lowest compared OMol25 entry of this formula, charge and spin) is 108.9 kJ/mol. Its spin multiplicity is 1. The value obtained for the HOMO-LUMO gap is 7.46 eV.

What is the relative energy (zero: lowest compared OMol25 entry of this formula, charge and spin) in the fourth record?
95.7 kJ/mol